# C6H10N

A cluster of 2 separate species, C6H10N in total (the ωB97M-V functional and the def2-TZVPD basis, the OMol25 dataset).

Last column: natural (NBO) charge in e.
Element x y z (Å)
C 0.0880 2.2509 -1.9759  -0.02
C 0.3949 1.5986 -0.9442  -0.11
C 2.0174 0.8325 0.8273  -0.36
C 0.9214 0.8756 0.1064  0.16
C -1.6994 -0.1850 -0.1745  -0.44
C 0.0670 -1.8397 0.4439  -0.45
N -0.4547 -0.4708 0.6387  -0.44
H -0.2410 2.7523 -2.8441  0.27
H 1.8904 0.3599 1.7598  0.24
H 2.9115 1.1573 0.3229  0.28
H -2.4582 0.5525 0.3507  0.26
H -1.2919 0.0426 -1.1451  0.23
H -2.1875 -1.2108 -0.2105  0.23
H 0.6738 -2.1756 1.3519  0.24
H -0.8247 -2.5838 0.3265  0.24
H 0.7980 -1.7411 -0.4665  0.24
H -0.6051 -0.2155 1.6327  0.42

Output
Energy above the lowest of the compared OMol25 structures with the same formula, charge and spin   385.4 kJ/mol
Kohn-Sham gap   9.15 eV
LUMO energy   -4.892 eV
Net charge   +1

---

# C6H4Cl18

A structure of composition C6H4Cl18 (the ωB97M-V functional and the def2-TZVPD basis, the OMol25 dataset).

Last column: natural (NBO) charge in e.
Element x y z (Å)
C 1.9735 -2.6790 0.1637  -0.30
Cl 2.8666 -3.7076 1.3297  0.02
Cl 2.4741 -3.2516 -1.4517  0.04
Cl 0.2015 -2.9401 0.2764  0.10
Cl 2.4329 -0.9980 0.4113  0.14
C -1.0932 2.0717 -1.8631  -0.21
Cl -2.2966 3.2911 -1.3147  0.04
Cl -1.6171 1.3130 -3.3418  0.08
Cl 0.4659 2.8652 -2.3480  0.01
Cl -0.9015 0.8579 -0.5881  0.12
C -0.1035 2.9770 2.3187  -0.24
Cl -1.2781 1.8448 3.1611  0.05
Cl -0.8199 3.5514 0.8323  0.07
Cl 0.3177 4.3659 3.3404  0.07
Cl 1.3518 2.1080 2.0171  0.08
C 0.2958 -1.4773 -2.6088  -0.22
Cl -0.0645 -0.3448 -3.8978  0.05
Cl 1.1295 -0.6276 -1.1901  0.03
Cl -1.2715 -2.0505 -2.0042  0.01
Cl 1.1673 -2.9193 -3.3184  0.04
Cl -0.3257 -0.5005 3.4059  -0.06
C -0.7958 0.0657 1.7496  -0.48
C -0.4429 -0.9458 0.6763  -0.49
Cl -1.6499 -2.2303 0.5386  0.13
H -0.2996 1.0147 1.5460  0.25
H -1.8770 0.1985 1.7115  0.24
H 0.5554 -1.3765 0.7538  0.22
H -0.3952 -0.4760 -0.3061  0.19

Output
Kohn-Sham gap   8.32 eV
LUMO energy   -0.233 eV

---

# C4H13N2S

A cluster of 2 separate species, C4H13N2S in total (the ωB97M-V functional and the def2-TZVPD basis, the OMol25 dataset).

Last column: natural (NBO) charge in e.
Element x y z (Å)
N 1.5006 -0.2420 -2.3034  -0.87
C 0.0401 -0.4223 -2.2073  -0.24
C -0.3357 -1.6877 -1.5720  -0.23
N -1.5086 -1.4635 -0.6976  -0.88
H 1.7732 -0.1168 -1.3162  0.40
H 1.6607 0.7149 -2.7196  0.33
H -0.5120 -0.3602 -3.2056  0.15
H -0.4324 0.3749 -1.6194  0.20
H -0.5387 -2.4815 -2.2934  0.16
H 0.5517 -2.1395 -1.0782  0.18
H -1.9865 -2.3244 -0.4619  0.33
H -1.1365 -1.0857 0.1617  0.40
C -0.5404 1.5570 2.8154  -0.61
C 0.7889 1.3488 2.1480  -0.52
S 0.7966 -0.0172 0.9524  -0.72
H -0.8501 0.6431 3.3669  0.20
H -1.3222 1.7985 2.0614  0.20
H -0.5269 2.4398 3.4983  0.17
H 1.5611 1.1986 2.8776  0.17
H 1.0172 2.2651 1.5927  0.17

Output
Energy above the lowest of the compared OMol25 structures with the same formula, charge and spin   66.5 kJ/mol
Kohn-Sham gap   6.96 eV
LUMO energy   4.189 eV
Net charge   -1

---

# C6H14O

A cluster of 2 separate species, C6H14O in total (the ωB97M-V functional and the def2-TZVPD basis, the OMol25 dataset).

Last column: natural (NBO) charge in e.
Element x y z (Å)
C 2.0779 -0.5016 -1.3041  -0.60
C 1.0655 0.4375 -0.6440  -0.43
C -0.1426 -0.2258 -0.0419  0.00
C -0.1861 -0.4931 1.2579  -0.19
C -1.3685 -1.1673 1.9055  -0.66
C -1.2248 -0.5917 -1.0165  -0.66
H 2.7063 0.0086 -2.0277  0.21
H 2.6853 -0.9632 -0.5347  0.21
H 1.5681 -1.3306 -1.7960  0.20
H 0.7716 1.2149 -1.3472  0.20
H 1.5756 1.0648 0.0875  0.20
H 0.6949 -0.4172 1.8827  0.20
H -1.2283 -1.3505 2.9725  0.22
H -1.6123 -2.1718 1.5206  0.21
H -2.2532 -0.5954 1.7526  0.22
H -1.6984 -1.5155 -0.6808  0.22
H -2.0081 0.1599 -1.1086  0.22
H -0.8692 -0.7033 -2.0418  0.22
H 0.5298 3.4844 0.3826  0.48
H -0.6952 2.3928 0.2660  0.49
O -0.3884 3.2641 0.5155  -0.97

Output
Energy above the lowest of the compared OMol25 structures with the same formula, charge and spin   103.3 kJ/mol
Kohn-Sham gap   9.98 eV
LUMO energy   0.870 eV
SMILES   C/C=C(\C)CC.O

---

Let's list molar mass in order: 96.153, 714.252, 121.229, 102.177 Da.